Density functional theory data (wB97M-V/def2-TZVPD) for a structure of composition C53H53BrClFGeLaN4O6Te at a distorted geometry.

The gap between HOMO and LUMO (alpha / beta) comes out at 0.1387 / 0.1239 Ha. Its LUMO energy (alpha / beta) is 1.840 / 1.840 eV. The calculation puts the highest occupied orbital energy (alpha / beta) at -1.933 / -1.530 eV.

```
! wB97M-V def2-TZVPD RIJCOSX def2/J DEFGRID3
* xyz -1 1
La 12.468 12.444 15.352
O 10.197 8.485 16.194
C 10.709 9.631 15.703
O 11.336 10.514 16.379
C 10.618 9.754 14.277
C 10.041 8.758 13.419
C 10.366 8.938 12.076
C 10.977 10.062 11.496
C 11.327 11.025 12.372
N 11.182 10.833 13.714
C 11.809 12.382 12.029
O 11.598 12.830 10.760
O 12.390 13.079 12.885
H 10.285 8.289 17.142
H 9.489 7.910 13.844
H 10.136 8.081 11.427
H 11.322 10.033 10.458
H 10.720 12.422 10.530
O 14.481 13.017 16.811
H 14.747 13.943 16.502
H 15.262 12.475 16.476
F 12.431 14.589 15.798
Cl 12.152 12.420 20.088
Br 14.567 10.189 14.632
C 7.167 9.579 21.010
C 7.597 10.746 21.613
C 8.950 11.152 21.640
C 9.902 10.266 21.232
C 9.484 9.113 20.585
C 8.149 8.813 20.376
Ge 11.818 10.689 21.531
C 13.029 9.229 20.923
C 13.472 9.074 19.618
C 14.636 8.346 19.379
C 15.284 7.654 20.420
C 14.656 7.660 21.652
C 13.574 8.437 21.956
C 12.053 11.607 23.146
C 13.291 12.147 23.283
C 13.680 12.740 24.496
C 12.882 12.682 25.674
C 11.555 12.250 25.427
C 11.140 11.725 24.212
H 6.134 9.272 20.912
H 6.843 11.377 22.099
H 9.259 12.131 22.057
H 10.356 8.557 20.226
H 8.005 7.955 19.744
H 12.971 9.587 18.799
H 15.045 8.292 18.377
H 16.212 7.091 20.239
H 14.957 7.035 22.453
H 13.036 8.344 22.876
H 14.001 12.138 22.463
H 14.596 13.290 24.484
H 13.059 13.155 26.620
H 10.802 12.335 26.269
H 10.113 11.366 24.092
C 16.365 20.020 8.729
C 16.373 18.876 9.746
C 15.286 18.419 10.433
C 15.335 17.311 11.286
C 14.063 16.753 11.925
C 16.597 16.649 11.522
Te 16.681 14.834 12.679
N 17.831 15.774 14.005
C 17.252 15.744 15.232
O 16.175 15.137 15.617
C 18.016 16.519 16.258
C 17.329 17.316 17.159
C 18.046 18.179 17.994
C 19.441 18.223 17.976
C 20.118 17.477 16.998
C 19.439 16.611 16.158
C 18.098 13.387 11.756
C 19.430 13.409 11.987
C 20.307 12.310 11.705
C 19.743 11.195 11.140
C 18.373 11.143 10.913
C 17.541 12.262 11.029
C 16.142 12.289 10.432
C 17.744 17.097 10.833
C 19.097 16.456 11.012
C 17.619 18.160 9.926
H 16.414 21.005 9.216
H 15.473 19.935 8.104
H 17.203 19.942 8.124
H 14.321 19.002 10.511
H 13.231 17.455 11.779
H 14.191 16.592 13.021
H 13.874 15.700 11.603
H 16.221 17.287 17.279
H 17.507 18.808 18.761
H 20.044 18.865 18.639
H 21.199 17.478 16.918
H 19.983 16.017 15.419
H 19.888 14.363 12.339
H 21.372 12.275 11.944
H 20.319 10.321 10.868
H 17.849 10.156 10.805
H 15.907 11.500 9.692
H 15.788 13.260 10.016
H 15.418 11.985 11.247
H 19.185 16.231 12.095
H 19.915 17.050 10.658
H 19.086 15.418 10.587
H 18.533 18.414 9.427
C 8.536 16.890 15.535
C 8.710 15.434 15.548
C 7.775 14.391 15.459
C 8.488 13.175 15.553
N 9.823 13.441 15.665
N 9.888 14.793 15.694
C 7.894 11.824 15.758
H 9.525 17.458 15.598
H 7.975 17.169 16.447
H 7.941 17.170 14.667
H 6.715 14.521 15.407
H 10.813 15.194 15.768
H 7.414 11.485 14.778
H 7.114 11.947 16.542
H 8.717 11.136 16.066
*
```